(1)
Formula: C2H9N2
Source: the OMol25 dataset
Level of theory: wB97M-V/def2-TZVPD

Computed properties:
net charge: +1
2S+1: 1
energy relative to the best compared isomer or geometry (same formula, charge and spin): 74.03 kJ/mol
orbital gap: 12.14 eV

Structure (XYZ):
```
13
Properties=species:S:1:pos:R:3:forces:R:3
N 1.762016 1.136415 0.820109 -0.1 -0.7 0.2
H 0.186988 0.511833 -0.032846 0.2 0.3 -0.3
H 2.695723 1.171530 0.420905 -0.1 0.2 -0.2
H 1.665193 1.935439 1.437717 0.1 0.0 0.0
H 1.806107 0.315822 1.423248 0.0 0.2 0.2
C -1.139086 -1.620516 0.227886 0.5 -0.8 -0.3
C -1.325690 -0.763825 -0.749959 -0.5 0.3 0.4
N -0.480345 0.435887 -0.843581 0.3 -0.1 0.2
H -0.227972 -1.667449 0.817407 -0.2 0.3 0.2
H -1.823112 -2.448384 0.350837 0.0 0.0 0.0
H -2.193442 -0.776186 -1.394942 0.1 0.1 -0.1
H -1.050143 1.283133 -0.809497 0.0 0.0 -0.2
H 0.123761 0.486300 -1.667284 -0.2 -0.1 -0.2
```
Positions in Å, forces in eV/Å.

Mulliken atomic charge list, values in e, 8 entries: atom 1 (N): -0.893, atom 2 (H): 0.261, atom 3 (H): 0.271, atom 4 (H): 0.264, atom 5 (H): 0.266, atom 6 (C): -0.708, atom 7 (C): 0.094, atom 8 (N): -0.230

=====

(2)
Formula: C2H9N2O
Source: the OMol25 dataset
Level of theory: wB97M-V/def2-TZVPD

Computed properties:
net charge: -1
2S+1: 1
energy relative to the best compared isomer or geometry (same formula, charge and spin): 173.24 kJ/mol
orbital gap: 7.31 eV

Structure (XYZ):
```
14
Properties=species:S:1:pos:R:3:forces:R:3
C -0.031108 1.625797 1.135693 -0.9 1.0 3.4
O 0.970004 1.283726 0.367723 2.7 -2.5 -1.8
H -0.457973 2.440992 0.599318 -1.5 1.3 0.3
H -0.802977 0.875889 1.430090 0.3 0.0 -0.6
H 0.305079 1.987672 2.218790 -0.5 -0.1 -1.4
N -0.427113 -0.631670 -1.880132 -1.6 -1.0 1.7
C -0.497688 -1.208421 -0.462950 2.6 1.4 1.8
N 0.807737 -1.268585 0.300914 -0.4 0.6 -1.1
H -0.913959 0.249950 -1.807190 0.4 0.4 -0.3
H 0.543774 -0.474445 -2.045365 0.6 0.4 0.1
H -1.193924 -0.718581 0.288948 0.4 0.1 -1.7
H -0.754610 -2.195935 -0.426521 -1.5 -2.8 -0.9
H 1.383274 -2.091338 -0.020071 -0.8 1.2 0.1
H 1.069478 0.124955 0.300758 0.2 -0.1 0.3
```
Positions in Å, forces in eV/Å.

Mulliken atomic charge list, values in e, 8 entries: atom 1 (C): -0.567, atom 2 (O): -0.658, atom 3 (H): 0.194, atom 4 (H): 0.183, atom 5 (H): 0.181, atom 6 (N): -0.764, atom 7 (C): -0.594, atom 8 (N): -0.700

=====

(3)
Formula: C2H9N2O
Source: the OMol25 dataset
Level of theory: wB97M-V/def2-TZVPD

Computed properties:
net charge: +1
2S+1: 1
energy relative to the best compared isomer or geometry (same formula, charge and spin): 184.27 kJ/mol
orbital gap: 11.03 eV

Structure (XYZ):
```
14
Properties=species:S:1:pos:R:3:forces:R:3
C -0.159853 0.064431 -0.978664 -0.7 -1.0 0.1
N 0.964401 -1.276639 -1.279092 0.3 0.7 0.6
H -0.017617 0.586618 -1.909285 0.0 0.1 -0.2
H -1.105412 -0.475701 -0.884907 0.2 0.2 -0.2
H 1.542473 -1.010693 -2.071342 -0.1 -0.4 -0.3
H 1.574418 -1.212378 -0.467358 0.0 -0.2 0.1
N 0.178257 0.741285 0.119865 1.0 1.2 0.3
C -0.411800 0.660080 1.449847 0.3 -0.4 -0.1
O -1.782474 0.456317 1.290115 0.0 -0.1 0.3
H 0.887926 1.463504 0.047642 -0.3 -0.2 -0.2
H 0.645997 -2.239738 -1.347216 -0.2 0.0 -0.3
H -0.173100 1.600531 1.936551 -0.1 0.2 0.1
H 0.105122 -0.127041 2.016942 -0.5 -0.2 0.1
H -2.248341 0.769424 2.076902 0.0 -0.1 -0.2
```
Positions in Å, forces in eV/Å.

Mulliken atomic charge list, values in e, 8 entries: atom 1 (C): -0.410, atom 2 (N): -0.503, atom 3 (H): 0.356, atom 4 (H): 0.360, atom 5 (H): 0.333, atom 6 (H): 0.341, atom 7 (N): -0.189, atom 8 (C): -0.314

=====

(4)
Formula: C2H9N2O
Source: the OMol25 dataset
Level of theory: wB97M-V/def2-TZVPD

Computed properties:
net charge: +1
2S+1: 1
energy relative to the best compared isomer or geometry (same formula, charge and spin): 201.27 kJ/mol
orbital gap: 10.47 eV

Structure (XYZ):
```
14
Properties=species:S:1:pos:R:3:forces:R:3
C 0.449922 -1.535207 0.921594 -0.3 2.3 -4.2
C -0.313021 -0.455183 0.131590 -1.8 -1.6 1.5
N 0.156297 0.550478 -0.480579 -2.7 1.5 0.4
N 1.780527 -1.113072 0.712819 1.3 -0.1 0.9
O -1.908912 2.200123 -1.449134 1.2 3.2 -1.8
H 0.034690 -1.633655 1.854865 -0.5 0.6 2.8
H 0.119167 -2.475385 0.527985 0.3 -0.8 -0.9
H -1.382332 -0.577376 0.205886 -0.5 0.3 -0.6
H -0.493729 1.384716 -0.745227 0.5 -1.7 -0.1
H 1.091615 0.753319 -0.308515 2.5 0.1 -0.1
H -2.680077 2.665412 -1.046211 0.8 -0.5 -0.4
H 2.261822 -0.995838 1.567867 0.6 0.3 1.0
H 2.352824 -1.722584 0.187084 0.4 -0.9 -0.8
H -1.468792 2.954250 -2.080023 -1.8 -2.7 2.2
```
Positions in Å, forces in eV/Å.

Mulliken atomic charge list, values in e, 8 entries: atom 1 (C): -0.436, atom 2 (C): 0.012, atom 3 (N): -0.147, atom 4 (N): -0.566, atom 5 (O): -0.744, atom 6 (H): 0.383, atom 7 (H): 0.347, atom 8 (H): 0.363

=====

(5)
Formula: C2H9N2O
Source: the OMol25 dataset
Level of theory: wB97M-V/def2-TZVPD

Computed properties:
net charge: +1
2S+1: 1
energy relative to the best compared isomer or geometry (same formula, charge and spin): 282.12 kJ/mol
orbital gap: 9.89 eV

Structure (XYZ):
```
14
Properties=species:S:1:pos:R:3:forces:R:3
C -1.232622 0.362224 -0.799654 0.6 -2.1 0.5
N -2.014459 -0.315719 0.426838 0.4 3.1 1.3
H -1.319315 -0.371227 -1.618875 0.4 -0.5 0.5
H -1.947845 1.099646 -1.196939 1.2 0.9 0.8
H -2.935629 -0.644733 0.181410 -0.5 -0.3 0.0
H -1.446369 -1.059272 0.806836 0.0 -0.4 0.0
N 0.084527 0.580763 -0.271745 0.4 4.9 -0.2
C 1.105288 -0.422259 0.015278 -0.2 -2.7 -2.6
O 2.388636 -0.002909 0.451799 -2.0 0.0 0.4
H 0.565644 1.515644 -0.488450 -1.4 -1.8 0.4
H -2.078156 0.450698 1.235312 0.0 -2.0 -2.2
H 1.220363 -0.978247 -0.984895 0.4 0.4 1.4
H 0.646932 -1.143401 0.707227 0.4 0.0 0.1
H 2.458813 -0.340932 1.364577 0.3 0.5 -0.5
```
Positions in Å, forces in eV/Å.

Mulliken atomic charge list, values in e, 8 entries: atom 1 (C): -0.368, atom 2 (N): -0.446, atom 3 (H): 0.347, atom 4 (H): 0.372, atom 5 (H): 0.358, atom 6 (H): 0.307, atom 7 (N): -0.276, atom 8 (C): -0.322

=====

(6)
Formula: C2H9N2O2P
Source: the OMol25 dataset
Level of theory: wB97M-V/def2-TZVPD

Computed properties:
2S+1: 1
energy relative to the best compared isomer or geometry (same formula, charge and spin): 210.77 kJ/mol
orbital gap: 9.37 eV

Structure (XYZ):
```
16
Properties=species:S:1:pos:R:3:forces:R:3
C -2.190565 1.502130 -0.147779 -0.8 -1.0 -0.2
C -1.431948 0.180877 -0.382555 -2.6 -1.2 -0.5
N 1.610808 -1.862497 0.690611 -0.4 0.7 2.5
N -0.154414 -0.194887 -0.045252 4.4 1.6 -0.7
O 2.193475 0.783997 0.383129 1.7 1.9 0.1
O 2.098143 -0.361333 -1.820703 -1.8 0.5 1.3
P 1.277580 -0.050144 -0.599220 0.7 -1.8 -1.2
H -3.224794 1.107933 0.000001 0.4 0.7 -0.6
H -2.061953 2.089725 0.732447 0.9 0.1 0.9
H -2.138748 2.178283 -0.990675 -0.1 0.1 -0.3
H -1.896478 -0.559630 0.236995 -1.6 -0.2 0.4
H -1.696900 -0.176060 -1.394250 0.0 0.4 0.0
H 0.716165 -2.451702 0.681150 1.9 1.3 0.3
H 2.362004 -2.297525 1.229530 0.5 -1.5 -1.5
H 2.932151 1.297890 -0.081748 -1.5 -1.4 0.8
H 1.605478 -1.187060 1.508320 -1.7 -0.3 -1.2
```
Positions in Å, forces in eV/Å.

Mulliken atomic charge list, values in e, 8 entries: atom 1 (C): -1.040, atom 2 (C): -0.472, atom 3 (N): -0.665, atom 4 (N): -0.228, atom 5 (O): -0.504, atom 6 (O): -0.661, atom 7 (P): 0.822, atom 8 (H): 0.294

=====

(7)
Formula: C2H9N2O2S
Source: the OMol25 dataset
Level of theory: wB97M-V/def2-TZVPD

Computed properties:
net charge: +1
2S+1: 1
energy relative to the best compared isomer or geometry (same formula, charge and spin): 169.64 kJ/mol
orbital gap: 11.60 eV

Structure (XYZ):
```
16
Properties=species:S:1:pos:R:3:forces:R:3
C 0.899537 -1.031544 -0.276304 -4.6 0.5 -1.7
C 1.160826 0.109295 0.628745 3.2 1.6 -4.7
N -0.865688 -1.435156 -0.055338 2.2 2.2 -2.3
N 0.845343 1.313299 -0.256123 0.7 2.2 -1.2
O -1.974442 0.470092 1.301586 -0.2 -0.2 -0.5
O -1.378058 0.846841 -1.067548 -3.0 -2.4 0.4
S -1.902508 -0.114913 -0.008343 1.6 -0.3 1.2
H 0.986064 -0.751218 -1.404828 -0.2 -0.8 2.2
H 1.365685 -1.937949 -0.043611 0.5 -1.4 0.3
H 2.244715 0.151606 0.735391 0.1 -0.1 0.6
H 0.690620 0.193440 1.523153 -1.6 0.0 2.5
H -0.857790 -2.046856 0.728764 -0.7 -0.3 1.0
H 1.468321 1.487301 -1.184951 -1.5 -0.8 3.2
H 0.819802 2.219454 0.268840 0.3 -1.0 -0.5
H -0.316113 1.159907 -0.672275 1.8 0.5 0.3
H -3.186312 -0.633593 -0.217163 1.2 0.4 -0.8
```
Positions in Å, forces in eV/Å.

Mulliken atomic charge list, values in e, 8 entries: atom 1 (C): -0.452, atom 2 (C): -0.482, atom 3 (N): -0.457, atom 4 (N): -0.537, atom 5 (O): -0.495, atom 6 (O): -0.550, atom 7 (S): 0.847, atom 8 (H): 0.285

=====

(8)
Formula: C2H9N2S
Source: the OMol25 dataset
Level of theory: wB97M-V/def2-TZVPD

Computed properties:
net charge: -1
2S+1: 1
energy relative to the best compared isomer or geometry (same formula, charge and spin): 134.07 kJ/mol
orbital gap: 6.65 eV

Structure (XYZ):
```
14
Properties=species:S:1:pos:R:3:forces:R:3
C 2.639794 -0.438657 -0.691663 -0.5 2.3 -0.8
S 1.620281 1.140838 -0.380330 0.6 -0.5 -0.1
H 3.102806 -0.657099 0.271544 -0.2 -0.8 -0.4
H 1.968307 -1.118332 -1.226745 0.3 -0.6 0.8
H 3.403701 -0.156521 -1.438071 0.0 -0.3 0.5
N -1.562416 1.384559 0.785595 -1.1 -2.1 2.2
C -1.844909 -0.110047 0.817481 1.1 -0.7 -1.2
N -1.168737 -0.880790 -0.389310 -5.3 0.7 1.9
H -0.659801 1.564836 1.203512 0.3 -0.2 -0.3
H -1.516200 1.721839 -0.142262 0.1 0.0 -1.1
H -1.488087 -0.671869 1.743704 0.1 1.4 -1.0
H -2.970544 -0.315096 0.894666 1.5 0.5 -0.9
H -1.262539 -0.334790 -1.219743 0.3 0.4 -0.3
H -0.261657 -1.128871 -0.228379 2.9 0.0 0.7
```
Positions in Å, forces in eV/Å.

Mulliken atomic charge list, values in e, 8 entries: atom 1 (C): -0.745, atom 2 (S): -0.743, atom 3 (H): 0.153, atom 4 (H): 0.189, atom 5 (H): 0.209, atom 6 (N): -0.665, atom 7 (C): -0.255, atom 8 (N): -0.645

=====

(9)
Formula: C2H9N2S
Source: the OMol25 dataset
Level of theory: wB97M-V/def2-TZVPD

Computed properties:
net charge: +1
2S+1: 1
energy relative to the best compared isomer or geometry (same formula, charge and spin): 113.25 kJ/mol
orbital gap: 10.02 eV

Structure (XYZ):
```
14
Properties=species:S:1:pos:R:3:forces:R:3
S -2.593806 0.653009 -1.021445 -0.3 0.2 0.2
H -2.212892 -0.612698 -1.157906 0.0 -0.3 -0.2
H -2.932943 0.431146 0.265617 0.0 0.1 -0.2
C 0.713032 -0.831445 -0.078967 -0.2 0.4 0.0
C 0.998333 0.380845 0.461169 0.0 -1.1 0.0
N 0.323359 1.583570 -0.047577 0.5 -0.2 -0.7
N 1.294502 -2.029033 0.303567 -0.7 0.1 1.2
H -0.031813 -0.912774 -0.916570 1.0 0.1 0.9
H 1.720295 0.557580 1.266314 -0.4 -0.1 -0.4
H 0.944755 2.146033 -0.641168 -0.2 0.0 0.1
H -0.532289 1.329793 -0.586206 0.0 0.0 0.0
H -0.008746 2.175407 0.697658 -0.1 0.3 0.5
H 1.650198 -2.039486 1.288616 -0.2 0.0 -1.4
H 0.668017 -2.831948 0.166899 0.6 0.5 -0.1
```
Positions in Å, forces in eV/Å.

Mulliken atomic charge list, values in e, 8 entries: atom 1 (S): -0.393, atom 2 (H): 0.208, atom 3 (H): 0.254, atom 4 (C): -0.052, atom 5 (C): -0.239, atom 6 (N): -0.115, atom 7 (N): -0.508, atom 8 (H): 0.178